1.
{
  "formula": "CH4N2O",
  "method": "wB97M-V/def2-TZVPD",
  "smiles": "[H]/N=C\\NO",
  "gap_ha": 0.39492,
  "relative_energy_kcal_mol": 72.2,
  "symbols": ["C", "H", "H", "H", "H", "N", "N", "O"],
  "positions_angstrom": [[-0.8951, 0.4025, -0.0508], [1.6062, -0.8613, 0.7205], [0.9679, 1.2811, -0.4653], [-1.4457, 1.3821, 0.0096], [-0.6424, -1.4249, -0.1372], [0.5675, 0.5791, 0.0932], [-1.4253, -0.7426, -0.0159], [1.2671, -0.6160, -0.1541]],
  "forces_ev_per_a": [[1.5869, 0.2301, 0.8250], [-0.0544, 0.0305, -0.2701], [0.4383, 0.9961, -0.9496], [0.5323, -1.0926, -0.1405], [-0.8063, 0.3758, 0.3610], [-2.2795, -0.8604, 0.6425], [0.4916, 0.2499, -0.7082], [0.0910, 0.0706, 0.2399]],
  "lowdin_charge": [-0.268, 0.107, 0.087, 0.119, 0.050, -0.078, 0.068, -0.084]
}



2.
{
  "formula": "C4H11NS",
  "method": "wB97M-V/def2-TZVPD",
  "gap_ha": 0.18563,
  "relative_energy_kcal_mol": 160.3,
  "symbols": ["C", "C", "C", "S", "C", "N", "H", "H", "H", "H", "H", "H", "H", "H", "H", "H", "H"],
  "positions_angstrom": [[-2.0878, 0.2268, 0.4060], [-0.9676, -0.7037, 0.7892], [-0.7165, 0.7652, 0.5301], [-0.7488, -0.6092, -2.2326], [2.2660, 0.1786, -0.2342], [1.7679, -0.1771, 0.9858], [-2.8057, 0.4640, 1.1795], [-2.5215, 0.1939, -0.5756], [-0.7093, -1.4388, 0.0402], [-0.8716, -1.0119, 1.8165], [-0.2002, 1.1089, -0.3475], [-0.3841, 1.2733, 1.4291], [-0.7932, 0.0928, -3.3729], [2.5347, 1.2281, -0.3476], [2.9358, -0.4766, -0.7947], [2.1665, -1.0628, 1.3302], [1.1355, -0.0515, -0.6015]],
  "forces_ev_per_a": [[-0.6820, 0.5363, 0.9400], [0.0165, -0.0325, -0.6926], [0.1628, 0.3392, 0.8952], [0.9646, -0.2599, -0.1180], [0.1821, -1.1317, 1.1270], [1.8687, 0.9234, 0.1679], [0.0235, 0.0579, 0.1344], [0.1242, -0.2611, -0.1004], [0.1559, -0.1016, 0.1273], [-0.1344, -0.0867, 0.1150], [-0.2745, -0.0468, -0.1626], [-0.4207, 0.1686, -0.0143], [0.3448, 0.1292, -0.0174], [-0.9629, 0.2139, -0.2844], [-0.0477, -0.1250, 0.1970], [-0.7413, -0.3468, -0.6992], [-0.5797, 0.0236, -1.6147]],
  "lowdin_charge": [-0.212, -0.243, -0.290, 0.383, -0.169, 0.111, 0.093, 0.035, 0.018, 0.092, 0.021, 0.095, -0.305, 0.110, 0.094, 0.092, 0.076]
}